Record 1
Computed, not measured: a structure of composition C10H25N3O2S2Sr at a distorted geometry, with wB97M-V/def2-TZVPD.

Output
E: -41834.22754 eV

ORCA input file:
```
! wB97M-V def2-TZVPD RIJCOSX def2/J DEFGRID3
* xyz 2 1
Sr 1.37 0.10 -0.30
S -0.68 2.34 -0.54
S -0.54 -2.38 -0.39
C -2.50 2.27 -0.47
C -0.56 2.42 -2.36
C -0.98 1.14 -3.07
N -0.19 -0.04 -2.64
C -0.89 -1.29 -2.98
C -0.37 -2.49 -2.19
H 0.48 2.69 -2.60
H -1.19 3.27 -2.67
H -0.82 1.30 -4.14
H -2.05 0.95 -2.92
H -0.74 -1.50 -4.06
H -1.97 -1.16 -2.83
H 0.69 -2.67 -2.39
H -0.92 -3.39 -2.50
C -2.36 -2.32 -0.29
H 0.65 -0.01 -3.22
H -2.77 -1.39 -0.70
H -2.63 -2.31 0.77
H -2.79 -3.22 -0.77
H -2.77 2.37 0.58
H -2.86 1.31 -0.84
H -2.90 3.13 -1.03
C 4.14 0.18 -1.60
C 4.20 0.26 -0.25
H 4.20 1.08 -2.23
H 4.20 -0.78 -2.13
H 4.31 1.22 0.28
H 4.26 -0.63 0.38
C 1.84 -0.35 5.40
O 2.59 -0.32 4.13
C 1.89 -0.20 3.01
O 2.44 -0.24 1.88
N 0.56 -0.05 3.13
N -0.21 0.04 1.90
H 1.27 0.57 5.58
H 2.62 -0.45 6.16
H 1.14 -1.19 5.47
H 0.06 -0.07 4.02
H -0.84 -0.77 1.84
H -0.82 0.86 1.99
*
```

***

Record 2
Computed, not measured: a structure of composition C10H26BF6HgN3O6S2 at a distorted geometry, with wB97M-V/def2-TZVPD.

Output
energy relative to the best compared isomer or geometry (same formula, charge and spin): 92.2 kcal per mole
E: -70366.34383 eV

ORCA input file:
```
! wB97M-V def2-TZVPD RIJCOSX def2/J DEFGRID3
* xyz 0 1
Hg -0.22 0.09 0.14
C 1.84 -0.81 -3.62
F 0.89 -0.63 -4.51
F 1.76 -2.03 -3.12
F 3.06 -0.53 -4.13
S 1.79 0.40 -2.12
O 1.99 -0.41 -0.90
O 2.69 1.53 -2.28
N 0.15 0.74 -1.88
S 0.01 1.99 -2.81
O 0.46 3.26 -2.28
O 0.46 1.75 -4.19
C -1.93 2.09 -3.02
F -2.42 0.90 -3.30
F -2.55 2.57 -1.89
F -2.34 2.84 -4.03
B -2.74 -0.23 0.55
H -2.29 0.62 0.04
H -3.31 -0.77 -0.18
H -1.95 -0.83 0.99
H -3.38 0.18 1.31
C 0.85 -3.59 2.40
C 0.70 -2.58 1.30
C -0.24 -3.10 0.16
O -0.39 -2.05 -0.80
C -1.08 -2.44 -1.96
N 0.23 -1.42 1.99
H 1.54 -4.37 2.08
H -0.12 -4.01 2.68
H 1.28 -3.15 3.30
H 1.64 -2.21 0.90
H -1.20 -3.39 0.58
H 0.11 -4.06 -0.24
H -0.55 -3.21 -2.52
H -1.40 -1.64 -2.62
H -2.07 -2.80 -1.68
H -0.62 -1.70 2.47
H 0.86 -1.31 2.78
C -1.30 2.07 2.66
C -0.35 2.79 1.73
C 1.13 2.38 1.95
O 1.45 1.05 1.57
C 2.84 0.72 1.80
N -0.68 2.47 0.42
H -1.27 0.99 2.56
H -2.27 2.39 2.28
H -1.12 2.42 3.68
H -0.46 3.87 1.78
H 1.40 2.48 3.00
H 1.71 3.08 1.35
H 3.45 1.48 1.31
H 3.02 -0.24 1.31
H 3.04 0.66 2.87
H -0.42 3.19 -0.24
H -1.68 2.51 0.38
*
```

***

Record 3
Computed, not measured: a cluster of 2 separate species, C10H26BN2O3 in total at a distorted geometry, with wB97M-V/def2-TZVPD.

Output
E: -20585.65483 eV

ORCA input file:
```
! wB97M-V def2-TZVPD RIJCOSX def2/J DEFGRID3
* xyz 1 1
C 1.32 1.46 2.93
C 0.81 2.22 1.68
B -0.72 2.18 1.42
O -1.38 3.19 0.80
N -1.48 0.88 1.80
C -2.91 0.70 1.33
C -3.93 1.36 2.24
O -4.95 0.81 2.52
O -3.56 2.56 2.74
H 1.66 2.16 3.69
H 2.19 0.85 2.68
H 0.60 0.80 3.40
H 1.35 1.85 0.81
H 1.06 3.27 1.78
H -1.40 4.02 1.29
H -1.47 0.80 2.82
H -0.93 0.11 1.40
H -3.14 -0.37 1.36
H -3.02 1.03 0.30
H -3.22 3.11 2.02
C 1.23 -2.87 0.30
C 0.49 -2.44 -0.96
N 0.65 -1.03 -1.26
C -0.29 -0.54 -2.27
C -0.21 -1.13 -3.68
C 2.03 -0.57 -1.41
C 2.91 -1.27 -2.45
H 0.97 -2.23 1.14
H 0.96 -3.89 0.55
H 2.31 -2.83 0.17
H -0.58 -2.63 -0.82
H 0.81 -3.09 -1.79
H -0.19 0.55 -2.33
H -1.30 -0.72 -1.88
H 0.67 -0.79 -4.22
H -1.09 -0.82 -4.25
H -0.21 -2.22 -3.66
H 2.52 -0.66 -0.43
H 2.01 0.50 -1.62
H 2.87 -2.35 -2.36
H 3.95 -0.97 -2.30
H 2.64 -1.00 -3.47
*
```

***

Record 4
Computed, not measured: a cluster of 3 separate species, C10H26BrNO10P2 in total at a distorted geometry, with wB97M-V/def2-TZVPD.

Output
SMILES string: C[C@@H](Br)CNC(=O)O.COP(=O)(OC)OC.COP(=O)(OC)OC
E: -121381.03327 eV

ORCA input file:
```
! wB97M-V def2-TZVPD RIJCOSX def2/J DEFGRID3
* xyz 0 1
C 1.22 -1.82 3.22
C 0.31 -1.35 2.07
Br 1.01 -2.16 0.40
C -1.14 -1.86 2.21
N -2.07 -0.75 2.49
C -3.32 -1.21 2.96
O -3.97 -0.60 3.69
O -3.77 -2.45 2.53
H 0.67 -2.36 3.97
H 1.99 -2.47 2.83
H 1.68 -0.96 3.67
H 0.34 -0.29 1.95
H -1.41 -2.45 1.36
H -1.18 -2.53 3.05
H -2.22 -0.18 1.66
H -3.37 -3.12 3.08
C -3.40 3.50 -2.37
O -3.52 2.54 -1.32
P -4.18 1.13 -1.62
O -3.52 0.35 -2.67
O -5.73 1.41 -1.88
C -6.18 1.71 -3.20
O -4.17 0.51 -0.18
C -5.14 -0.51 0.14
H -2.45 4.00 -2.26
H -3.44 3.03 -3.35
H -4.21 4.23 -2.28
H -5.46 1.40 -3.96
H -6.36 2.78 -3.29
H -7.11 1.18 -3.37
H -5.23 -1.23 -0.67
H -6.10 -0.05 0.34
H -4.79 -1.01 1.03
C 7.99 0.66 0.11
O 6.66 1.10 0.37
P 5.45 0.11 0.08
O 5.50 -1.16 0.78
O 5.37 -0.01 -1.51
C 6.13 -1.03 -2.18
O 4.24 1.06 0.41
C 2.98 0.79 -0.21
H 8.63 1.04 0.90
H 8.06 -0.42 0.08
H 8.32 1.08 -0.84
H 6.44 -1.81 -1.49
H 7.00 -0.57 -2.64
H 5.50 -1.46 -2.96
H 2.75 -0.27 -0.22
H 2.99 1.17 -1.24
H 2.21 1.32 0.35
*
```

***

Record 5
Computed, not measured: a structure of composition C10H26F3O8Y at a distorted geometry, with wB97M-V/def2-TZVPD.

Output
energy relative to the best compared isomer or geometry (same formula, charge and spin): 0.0 kcal per mole
E: -36369.36462 eV

ORCA input file:
```
! wB97M-V def2-TZVPD RIJCOSX def2/J DEFGRID3
* xyz 0 1
Y -30.86 -16.49 -26.58
O -29.48 -17.27 -24.89
C -29.56 -16.60 -23.67
C -30.48 -15.34 -23.65
O -31.25 -15.15 -24.80
H -28.54 -16.27 -23.39
H -29.88 -17.29 -22.87
H -29.83 -14.46 -23.50
H -31.14 -15.42 -22.78
C -30.19 -17.85 -29.81
O -31.49 -17.94 -30.43
O -30.29 -17.42 -28.60
C -29.54 -19.25 -29.81
F -28.70 -19.39 -28.79
F -30.41 -20.27 -29.73
F -28.82 -19.44 -30.94
C -31.49 -18.14 -31.82
C -32.92 -18.16 -32.29
H -33.44 -19.03 -31.90
H -33.43 -17.25 -31.98
H -32.95 -18.19 -33.38
H -31.01 -19.10 -32.08
H -30.92 -17.35 -32.33
H -29.55 -17.21 -30.46
C -33.85 -16.77 -28.31
O -33.26 -16.24 -27.11
H -33.23 -17.59 -28.65
H -34.86 -17.13 -28.12
H -33.87 -16.02 -29.10
H -33.90 -15.76 -26.58
C -28.60 -13.75 -26.64
O -28.81 -15.14 -26.91
H -27.89 -13.64 -25.82
H -28.23 -13.24 -27.53
H -29.56 -13.35 -26.34
H -27.99 -15.57 -27.15
C -32.04 -13.51 -28.10
O -31.22 -14.66 -28.30
H -31.48 -12.60 -28.32
H -32.91 -13.54 -28.76
H -32.33 -13.50 -27.06
H -30.81 -14.62 -29.17
C -32.57 -18.79 -25.04
O -31.84 -18.59 -26.25
H -32.65 -19.86 -24.83
H -32.00 -18.35 -24.22
H -33.57 -18.39 -25.10
H -31.50 -19.43 -26.57
*
```

***

Record 6
Computed, not measured: a cluster of 2 separate species, C10H26FN2O4PSi in total, with wB97M-V/def2-TZVPD.

Output
SMILES string: CCCCCC[Si@@H](CCCF)P(=O)(O)O.NC(N)=O
E: -41849.44747 eV

ORCA input file:
```
! wB97M-V def2-TZVPD RIJCOSX def2/J DEFGRID3
* xyz 0 1
C 3.97 -1.84 -0.15
C 3.99 -1.30 -1.59
C 3.75 0.22 -1.70
C 2.69 0.69 -2.73
C 1.62 1.67 -2.20
C 0.22 1.08 -1.94
Si 0.18 -0.32 -0.71
C 0.74 0.19 1.02
C 0.52 1.67 1.37
C 1.57 2.15 2.35
F 1.48 3.53 2.51
P -1.84 -1.30 -0.77
O -2.34 -1.31 -2.15
O -2.80 -0.59 0.32
O -1.71 -2.77 -0.09
H 2.96 -2.01 0.21
H 4.51 -2.78 -0.08
H 4.46 -1.13 0.53
H 3.24 -1.83 -2.19
H 4.95 -1.55 -2.03
H 4.71 0.67 -2.00
H 3.52 0.64 -0.72
H 2.20 -0.18 -3.19
H 3.20 1.20 -3.55
H 1.99 2.16 -1.29
H 1.49 2.48 -2.93
H -0.47 1.87 -1.64
H -0.17 0.66 -2.88
H 1.06 -1.41 -1.19
H 0.22 -0.43 1.76
H 1.80 -0.08 1.11
H 0.56 2.31 0.48
H -0.46 1.79 1.83
H 2.58 1.92 1.99
H 1.43 1.69 3.33
H -3.58 -1.16 0.44
H -0.88 -3.20 -0.32
C -6.30 -0.92 2.32
O -5.99 -2.10 2.23
N -5.38 0.08 2.17
N -7.58 -0.52 2.57
H -5.59 1.05 2.20
H -4.44 -0.22 1.99
H -8.28 -1.23 2.67
H -7.85 0.45 2.64
*
```